Below is a single C4H12N2O molecule, with properties calculated with the ωB97M-V functional and the def2-TZVPD basis.

Element x y z (Å)
C 0.149 -0.850 0.336
C -1.147 -1.363 -0.112
C -1.759 -0.727 -1.454
O -0.597 -0.507 -2.343
N 0.226 0.567 0.409
C 1.324 1.106 1.119
N 1.773 2.523 1.075
H 0.205 -1.225 1.315
H 0.986 -1.306 -0.324
H -2.083 -1.178 0.630
H -0.977 -2.482 -0.418
H -2.224 0.251 -1.132
H -2.503 -1.385 -2.004
H -0.241 -1.334 -2.657
H 0.331 0.850 -0.611
H 1.221 0.870 2.217
H 2.104 0.396 0.879
H 0.993 3.137 1.069
H 2.220 2.656 2.004

Results
Orbital gap = 9.415 eV
Total energy = -344.2739 Eh
SMILES string = NCNCCCO
Charge = 0
Lowest unoccupied orbital energy = 0.90 eV